(1)
# C32H54N2O3P2Y

A molecular structure, C32H54N2O3P2Y at a distorted geometry (wB97M-V/def2-TZVPD, the OMol25 dataset).

Its lowest unoccupied orbital energy is -3.570 eV. Its strongest force on any atom is 2.2 eV/Å. The net charge is +1.

The geometry in XYZ format:
```
94
Properties=species:S:1:pos:R:3:mulliken_charge:R:1
Y 0.9360 1.1047 0.4866 1.289
C 0.0708 1.0710 2.8615 0.873
C 0.2654 -0.3087 2.5069 0.710
C 2.3235 0.7651 2.4661 -0.039
C 1.3455 1.7219 2.8473 0.498
C 1.6711 -0.5012 2.2598 1.385
C -1.1167 1.5140 3.6234 -1.512
H -1.2031 0.8858 4.5227 0.434
H -2.0332 1.4008 3.0153 0.107
H -1.0317 2.5529 3.9634 0.327
C 1.6731 3.0613 3.3930 -2.049
H 0.8520 3.4733 3.9893 0.354
H 1.8909 3.7268 2.5473 0.250
H 2.5663 3.0529 4.0380 0.482
C 3.7796 1.0561 2.5033 -1.397
H 4.0701 1.5076 3.4657 0.332
H 4.0467 1.7652 1.7082 0.264
H 4.3765 0.1515 2.3862 0.403
C 2.4315 -1.7802 2.1223 -1.894
H 3.2659 -1.8257 2.8455 0.535
H 2.8900 -1.8642 1.1262 0.147
H 1.7874 -2.6556 2.2874 0.373
C -0.7893 -1.3362 2.7900 -1.942
H -1.2232 -1.2177 3.7891 0.392
H -0.3880 -2.3588 2.7158 0.423
H -1.6494 -1.2000 2.1141 0.365
C -3.1673 -1.7411 -0.5479 -0.363
C -3.9734 -2.6619 0.0177 -0.909
C -3.4901 -3.9103 0.6777 -0.440
C -2.5483 -4.8276 -0.1426 -0.861
C -1.1064 -4.7563 0.2376 -0.899
C -0.2963 -3.7278 -0.0420 -0.440
C -0.7149 -2.3183 -0.3298 3.931
C -1.8865 -2.0639 -1.2860 0.029
H -4.4016 -4.4793 0.9204 0.456
H -2.6718 -4.6261 -1.2112 0.277
H -2.9729 -3.6423 1.6233 0.157
H -2.0244 -2.9200 -1.9504 -0.491
H -3.4426 -0.6733 -0.5079 0.286
H -5.0502 -2.4809 0.1257 0.383
H -1.6399 -1.1921 -1.9226 0.337
H -0.9472 -1.8484 0.6325 -2.219
H 0.7766 -3.8243 0.1651 0.389
H 0.1733 -1.7666 -0.6818 -0.405
H -2.8632 -5.8595 0.0651 0.400
H -0.6914 -5.5824 0.8152 0.346
P 0.3665 -2.3291 -3.5761 1.021
P 3.0685 -2.1742 -2.1453 0.485
C 1.8037 -3.1605 -4.4945 -1.139
C 3.1350 -2.6767 -3.9698 -1.129
H 1.6824 -2.9440 -5.5618 0.545
H 1.6893 -4.2438 -4.3783 0.444
H 3.9056 -3.4402 -4.1205 0.478
H 3.4407 -1.7779 -4.5126 0.478
C 4.9029 -2.3047 -1.9255 -1.299
H 5.1456 -2.4150 -0.8617 0.364
H 5.3562 -1.3712 -2.2740 0.393
H 5.3348 -3.1445 -2.4876 0.396
C 2.7130 -3.9194 -1.5690 -1.240
H 2.8992 -4.6921 -2.3307 0.527
H 1.6548 -4.0113 -1.3124 0.070
H 3.2966 -4.1223 -0.6589 0.473
C 0.1667 -0.9613 -4.7982 -1.531
H -0.6081 -0.2876 -4.4110 0.381
H -0.1468 -1.3707 -5.7696 0.416
H 1.1108 -0.4086 -4.9043 0.341
C -0.8864 -3.5076 -4.2774 -1.451
H -0.4900 -4.5312 -4.2727 0.349
H -1.1457 -3.2166 -5.3015 0.450
H -1.8002 -3.4964 -3.6794 0.362
C -1.3133 7.2155 -0.2174 -1.298
C -0.5711 5.9019 -0.4205 -0.861
C -1.2956 4.7306 0.2701 1.972
C -1.6745 5.0737 1.7529 -0.930
C -0.5557 5.5925 2.6536 -1.255
C -2.5457 4.3216 -0.5006 -0.104
O -2.9999 4.8634 -1.4990 -0.553
N -3.1969 3.2367 0.1189 0.067
C -2.4664 2.0955 0.4273 0.045
O -2.9977 1.0396 0.7524 -0.642
N -1.0934 2.2525 0.2954 -0.515
C -0.4868 3.4519 0.2094 0.641
O 0.8135 3.3686 0.0904 -1.038
H -2.3711 7.0844 -0.4788 0.334
H -0.8803 7.9950 -0.8524 0.437
H -1.2523 7.5598 0.8216 0.257
H -0.4507 5.6680 -1.4925 0.486
H 0.4329 5.9572 0.0195 0.330
H -2.4614 5.8460 1.7807 0.512
H -2.1205 4.1595 2.1762 0.604
H -0.4135 6.6867 2.6296 0.404
H -0.8235 5.3761 3.6985 0.383
H 0.4154 5.1336 2.4396 0.090
H -4.1560 3.0362 -0.1142 0.374
```

=====

(2)
# C32H54O13P

5 unconnected molecules or ions with the total composition C32H54O13P at a distorted geometry (wB97M-V/def2-TZVPD, the OMol25 dataset).

Its lowest unoccupied orbital energy is 1.902 eV. Its strongest force on any atom is 4.3 eV/Å. The net charge is -1.

The geometry in XYZ format:
```
100
Properties=species:S:1:pos:R:3:mulliken_charge:R:1
C 5.8692 1.0907 -0.5542 -1.094
C 5.0203 0.8483 0.8056 0.378
C 4.9118 2.1437 1.7503 -0.850
C 3.6320 3.0716 1.4862 -0.092
C 3.5562 3.7285 0.0197 -0.475
C 2.0463 3.7417 -0.6073 -1.047
P 1.3956 2.0060 -1.0825 2.676
C 0.4861 2.7932 -2.5867 -1.286
C -0.6824 1.8850 -3.2110 -0.010
C -0.1605 0.7065 -4.1832 -0.764
C -0.1400 2.1629 0.0670 -1.359
O -0.8915 0.8965 0.2175 -0.257
C -1.1727 0.7146 1.6185 0.200
C -2.1588 1.7082 2.3263 -0.341
C -2.5238 1.5338 3.8441 0.568
C -3.5735 2.5301 4.5720 -1.129
C -1.8569 0.3594 4.6582 -0.703
C -0.8914 -0.5911 3.9089 -0.735
C -0.5176 -0.4594 2.3846 -0.098
C 0.4628 -1.5533 1.7623 1.323
C -0.2262 -2.0961 0.4032 -1.155
C 1.9833 -1.0669 1.5810 -0.654
H 6.6828 1.8984 -0.4257 0.236
H 5.0992 1.4196 -1.3510 0.241
H 6.2900 0.0895 -0.9268 0.323
H 3.9770 0.5203 0.4822 -0.389
H 5.5079 0.0027 1.4109 0.327
H 4.8034 1.7439 2.8346 0.320
H 5.9142 2.7191 1.7504 0.320
H 2.6356 2.5513 1.6919 -0.137
H 3.7061 3.9463 2.2447 0.376
H 4.3061 3.3183 -0.7352 0.227
H 3.8209 4.8513 0.1493 0.330
H 1.3821 4.3117 0.1337 0.153
H 2.1295 4.4195 -1.5439 0.354
H 2.0959 1.3356 -0.0091 -1.072
H 0.9588 0.6941 -1.5523 -0.594
H 2.5679 1.8513 -1.9555 -0.219
H 1.2335 2.9982 -3.4470 0.291
H 0.0683 3.8372 -2.2961 0.346
H -1.3453 2.5776 -3.8567 0.326
H -1.3788 1.4016 -2.4436 0.049
H 0.7135 0.1072 -3.7572 0.240
H -1.0445 -0.0378 -4.2818 0.086
H 0.0632 1.0767 -5.2480 0.256
H -0.7961 3.0262 -0.3079 0.139
H 0.2731 2.4088 1.1197 0.502
H -2.6572 2.5818 1.7889 0.321
H -4.5999 2.4301 4.0525 0.213
H -3.1801 3.6023 4.5705 0.381
H -3.7360 2.1132 5.6381 0.247
H -2.0855 0.1641 5.7622 0.340
H -0.4120 -1.4560 4.5181 0.303
H 0.4829 -2.4310 2.5132 0.097
H 0.3084 -1.6950 -0.5218 0.182
H -1.3032 -1.6861 0.3715 0.213
H -0.3025 -3.2341 0.4486 0.349
H 2.3243 -0.2806 2.3361 0.168
H 2.1134 -0.7267 0.4833 0.076
H 2.6631 -1.9954 1.6828 0.126
C 0.8380 -2.9508 -5.3669 -0.255
C 0.3683 -3.5241 -6.6692 -0.356
O 0.1646 -2.3712 -7.4715 -0.338
C 0.9474 -1.3813 -6.9567 0.685
O 1.1410 -0.3276 -7.4921 -0.544
O 1.4798 -1.7455 -5.7585 -0.265
H 1.5353 -3.6105 -4.8482 0.308
H 0.0110 -2.7077 -4.6933 0.224
H 1.1235 -4.1574 -7.1447 0.265
H -0.5569 -4.0933 -6.5649 0.301
C 3.8733 -4.5693 3.6667 -0.388
C 3.2137 -5.5472 4.5907 -0.356
O 2.2664 -4.7459 5.2814 -0.352
C 1.9957 -3.6721 4.4880 0.457
O 1.1155 -2.8857 4.6938 -0.487
O 2.8523 -3.6102 3.4340 -0.139
H 4.1938 -5.0301 2.7310 0.309
H 4.7297 -4.0689 4.1280 0.287
H 2.6828 -6.3387 4.0534 0.267
H 3.9186 -6.0035 5.2876 0.301
C -5.6764 -0.3918 4.5128 -0.137
C -4.9548 -0.6460 5.8000 0.116
O -5.9987 -1.0412 6.6814 -0.357
C -7.0124 -1.5220 5.9107 0.563
O -7.9762 -2.0920 6.3397 -0.542
O -6.7902 -1.2735 4.5914 -0.343
H -5.0627 -0.6166 3.6394 0.262
H -6.0437 0.6355 4.4340 0.163
H -4.2312 -1.4623 5.7197 0.134
H -4.4463 0.2424 6.1742 0.084
C -3.4621 0.6241 -6.7399 -0.276
C -4.8654 1.1202 -6.9130 -0.335
O -5.6347 0.1603 -6.2033 -0.341
C -4.8079 -0.4165 -5.2864 0.561
O -5.1752 -1.1481 -4.4123 -0.538
O -3.5129 -0.0532 -5.4925 -0.191
H -2.7331 1.4354 -6.7114 0.298
H -3.1705 -0.0884 -7.5173 0.236
H -5.0208 2.1035 -6.4593 0.265
H -5.1667 1.1618 -7.9610 0.306
```

=====

In the order shown, the computed E_tot values come out to -62798.671; -69957.185 eV.
In the order shown, the computed E_HOMO values come out to -10.51; -3.66 eV.
In the order shown, the computed ΔE to the lowest compared entry with this formula, charge and spin values come out to 0.0000; 7.0417 eV.